# 1
{
  "formula": "C3H5CeO5",
  "method": "ωB97M-V with the def2-TZVPD basis set",
  "total_energy_ha": -968.37918,
  "max_force_ev_per_a": 3.82,
  "charge": 1,
  "e_above_lowest_kcal_mol": 0.0,
  "e_homo_ha": [-0.4252, -0.5310],
  "spin_multiplicity": 3,
  "elements": ["O", "C", "C", "O", "H", "H", "H", "H", "H", "Ce", "O", "C", "O", "O"],
  "xyz": [[1.319, 0.866, -2.600], [1.033, 0.015, -1.596], [0.337, -1.307, -1.813], [0.292, -2.037, -0.623], [-2.584, 1.056, 2.290], [1.682, 0.162, -0.725], [0.994, 0.480, -3.433], [0.875, -1.871, -2.604], [-0.677, -1.102, -2.215], [-0.088, -0.915, 1.250], [0.341, 0.615, 2.913], [-0.754, 1.236, 3.090], [-1.085, 2.078, 3.894], [-1.686, 0.724, 2.171]],
  "lowdin_charge": [0.07, -0.18, -0.33, -0.43, 0.16, 0.10, 0.13, 0.14, 0.13, 1.97, -0.14, -0.73, 0.17, -0.05]
}

=====

# 2
{
  "formula": "C3H5Cl2F",
  "method": "ωB97M-V with the def2-TZVPD basis set",
  "total_energy_ha": -1137.52950,
  "max_force_ev_per_a": 2.97,
  "e_above_lowest_kcal_mol": 17.0,
  "e_homo_ha": -0.3913,
  "smiles": "C[C@H](Cl)[C@H](F)Cl",
  "elements": ["C", "C", "Cl", "C", "F", "Cl", "H", "H", "H", "H", "H"],
  "xyz": [[-0.589, -0.830, -0.715], [0.647, -0.171, -0.215], [1.704, -1.170, 0.757], [0.123, 0.905, 0.833], [-0.438, 0.328, 1.901], [-1.026, 2.006, 0.111], [-0.167, -1.594, -1.340], [-1.102, 0.063, -1.334], [-1.286, -1.249, 0.051], [1.255, 0.049, -1.096], [0.875, 1.664, 1.047]],
  "lowdin_charge": [-0.17, -0.78, 0.66, -0.82, -0.02, 0.69, 0.06, 0.09, 0.10, 0.10, 0.09]
}

=====

Repeat the first record exactly.
{
  "formula": "C3H5CeO5",
  "method": "ωB97M-V with the def2-TZVPD basis set",
  "total_energy_ha": -968.37918,
  "max_force_ev_per_a": 3.82,
  "charge": 1,
  "e_above_lowest_kcal_mol": 0.0,
  "e_homo_ha": [-0.4252, -0.5310],
  "spin_multiplicity": 3,
  "elements": ["O", "C", "C", "O", "H", "H", "H", "H", "H", "Ce", "O", "C", "O", "O"],
  "xyz": [[1.319, 0.866, -2.600], [1.033, 0.015, -1.596], [0.337, -1.307, -1.813], [0.292, -2.037, -0.623], [-2.584, 1.056, 2.290], [1.682, 0.162, -0.725], [0.994, 0.480, -3.433], [0.875, -1.871, -2.604], [-0.677, -1.102, -2.215], [-0.088, -0.915, 1.250], [0.341, 0.615, 2.913], [-0.754, 1.236, 3.090], [-1.085, 2.078, 3.894], [-1.686, 0.724, 2.171]],
  "lowdin_charge": [0.07, -0.18, -0.33, -0.43, 0.16, 0.10, 0.13, 0.14, 0.13, 1.97, -0.14, -0.73, 0.17, -0.05]
}